{"formula": "CH5BrN3", "method": "ωB97M-V/def2-TZVPD", "orbital_gap_ev": 10.64, "e_homo_ev": -14.92, "total_energy_ha": -2779.055736, "fmax_ev_per_a": 3.590, "total_charge": 1, "spin_multiplicity": 1, "species": ["C", "N", "N", "N", "Br", "H", "H", "H", "H", "H"], "coordinates": [[-1.32704, 0.94677, -0.56747], [1.49695, -0.50911, -0.04359], [-0.98094, -0.08567, 0.02753], [-1.47108, 2.07378, -0.93915], [1.99227, 1.26114, 0.34783], [1.55291, -0.90888, 0.89397], [2.22789, -1.01583, -0.59502], [-1.37034, -0.78011, 0.56054], [0.17185, -0.38458, -0.18935], [-1.70760, 2.73828, -1.65583]], "forces_ev_per_angstrom": [[-1.12, 3.40, -0.32], [1.05, -0.75, 0.51], [2.53, 0.76, -1.88], [0.33, -2.52, 0.85], [0.36, 0.30, -0.31], [0.03, -0.39, -0.13], [-0.82, 0.82, 0.22], [-2.24, -1.39, 1.31], [-0.01, 0.08, -0.11], [-0.10, -0.31, -0.14]]}

{"formula": "CH5BrSi", "method": "ωB97M-V/def2-TZVPD", "orbital_gap_ev": [6.32, 6.94], "e_homo_ev": [-5.49, -10.60], "total_energy_ha": -2904.397411, "s_squared": 2.003, "fmax_ev_per_a": 5.397, "spin_multiplicity": 3, "species": ["C", "Si", "Br", "H", "H", "H", "H", "H"], "coordinates": [[0.79826, -0.71919, -0.07442], [-0.47886, 0.64248, 0.11579], [-2.51283, -0.05877, 0.21013], [0.50696, -1.31586, -1.05462], [1.74016, -0.35662, -0.11872], [0.96785, -1.50792, 0.78245], [-0.51133, 1.24325, -1.23852], [-0.51021, 2.07262, 1.37792]], "forces_ev_per_angstrom": [[-2.96, -4.51, 0.03], [1.89, -2.64, -1.93], [-1.19, -0.34, 0.41], [0.88, 0.98, 1.81], [3.02, 1.65, -0.80], [-1.06, 1.40, -1.47], [0.09, 0.66, -0.01], [-0.68, 2.81, 1.95]]}